The following is a quantum chemistry calculation of a cluster of 18 separate species, C25H87N2O17PS2 in total, from OMol25.

Each line ends with the Mulliken charge.
Atoms and positions in Å:
C: 0.732 6.388 -1.008  -1.401
C: 0.985 6.014 0.464  -0.347
C: 1.866 4.756 0.624  -0.733
C: 1.293 3.640 1.511  -0.299
C: -0.126 3.196 1.149  -0.580
C: -0.675 2.060 2.025  0.768
C: 0.165 0.789 1.901  0.279
C: -0.357 -0.433 2.679  -1.946
N: -0.299 -1.629 1.828  0.464
C: -1.155 -1.589 0.621  -1.401
C: -2.540 -0.991 0.826  0.828
C: -3.568 -1.860 1.567  -0.800
C: -4.998 -1.619 1.076  -1.156
C: -5.526 -0.223 1.441  -0.539
C: -5.214 0.891 0.435  0.067
C: -6.149 2.094 0.545  -0.265
C: -5.788 3.135 -0.523  -1.404
C: -0.287 -2.857 2.490  0.546
S: -1.091 -3.229 3.859  -0.319
S: 0.739 -4.072 1.727  -0.434
C: 2.233 -3.159 1.253  1.431
C: 2.850 -3.601 -0.076  -0.194
C: 4.029 -2.680 -0.425  -1.203
P: 3.729 -0.948 -1.038  -0.160
N: 3.415 -0.050 0.416  -0.302
C: 2.033 -1.068 -1.720  1.417
C: 2.129 -1.733 -3.106  -1.319
C: 0.823 -2.259 -3.711  1.131
C: 0.188 -3.380 -2.880  -1.100
C: 1.119 -2.773 -5.145  -1.387
H: -0.227 6.891 -1.152  0.362
H: 0.740 5.492 -1.636  0.276
H: 1.535 7.042 -1.362  0.378
H: 0.040 5.914 0.997  0.415
H: 1.515 6.844 0.941  0.381
H: 2.817 5.061 1.067  0.371
H: 2.117 4.334 -0.355  0.231
H: 1.969 2.783 1.403  -0.065
H: 1.329 3.935 2.568  0.332
H: -0.813 4.046 1.230  0.471
H: -0.147 2.855 0.105  0.037
H: -1.688 1.840 1.669  -0.646
H: -0.737 2.364 3.072  -0.065
H: 0.276 0.548 0.839  -0.257
H: 1.173 1.017 2.268  0.456
H: -1.348 -0.255 3.112  0.395
H: 0.311 -0.632 3.522  0.740
H: -0.643 -1.032 -0.166  0.053
H: -1.263 -2.615 0.254  1.093
H: -2.932 -0.800 -0.184  0.691
H: -2.466 -0.012 1.302  -1.371
H: -3.308 -2.917 1.447  0.429
H: -3.545 -1.636 2.639  0.308
H: -5.031 -1.737 -0.017  0.492
H: -5.666 -2.386 1.481  0.350
H: -5.149 0.059 2.432  0.231
H: -6.618 -0.279 1.546  0.475
H: -5.224 0.501 -0.588  0.305
H: -4.192 1.260 0.606  -0.402
H: -6.061 2.564 1.525  0.359
H: -7.177 1.773 0.349  0.352
H: -5.886 2.703 -1.526  0.430
H: -4.739 3.440 -0.429  0.210
H: -6.423 4.023 -0.487  0.352
H: 2.022 -2.090 1.218  -1.266
H: 2.947 -3.320 2.064  0.428
H: 2.099 -3.626 -0.867  -0.178
H: 3.246 -4.617 0.031  0.720
H: 4.653 -3.139 -1.201  0.452
H: 4.665 -2.584 0.459  0.499
H: 2.456 -0.145 0.735  -0.371
H: 4.014 -0.352 1.175  0.369
H: 1.390 -1.627 -1.033  -1.596
H: 1.645 -0.049 -1.833  0.731
H: 2.566 -1.006 -3.798  0.390
H: 2.844 -2.570 -3.060  0.357
H: 0.096 -1.439 -3.773  0.293
H: 0.068 -3.113 -1.827  -0.152
H: -0.808 -3.619 -3.264  0.416
H: 0.796 -4.289 -2.924  0.393
H: 2.185 -2.659 -5.344  0.365
H: 0.865 -3.832 -5.217  0.307
H: 0.570 -2.217 -5.904  0.214
O: 3.903 -0.125 3.541  -0.620
H: 3.890 0.836 3.525  0.283
H: 3.017 -0.370 3.829  0.316
O: 3.155 -2.450 -7.547  -0.586
H: 3.322 -2.031 -8.396  0.298
H: 2.726 -3.282 -7.766  0.284
O: 4.248 0.232 -5.632  -0.692
H: 4.177 -0.490 -6.268  0.323
H: 4.876 -0.077 -4.972  0.302
O: -0.899 8.764 1.032  -0.630
H: -1.596 9.088 0.455  0.307
H: -0.083 8.959 0.564  0.313
O: -3.294 -5.496 5.495  -0.617
H: -3.948 -5.158 4.878  0.309
H: -2.448 -5.275 5.092  0.289
O: -2.831 3.173 4.241  -0.591
H: -2.893 4.086 3.942  0.281
H: -3.626 3.049 4.772  0.262
O: -1.411 2.806 6.749  -0.685
H: -1.667 2.948 5.823  0.393
H: -1.734 1.925 6.963  0.331
O: -1.276 -4.480 -6.951  -0.641
H: -1.786 -3.901 -6.381  0.314
H: -1.252 -5.331 -6.492  0.330
O: 4.817 4.994 -0.973  -0.630
H: 4.660 4.089 -1.258  0.312
H: 5.591 4.936 -0.407  0.306
O: 2.359 -7.092 2.128  -0.698
H: 1.897 -7.571 1.434  0.319
H: 2.092 -6.171 2.012  0.296
O: -1.046 -7.462 -6.534  -0.672
H: -1.962 -7.756 -6.535  0.329
H: -0.670 -7.836 -7.336  0.321
O: 1.249 1.895 5.688  -0.562
H: 0.409 2.333 5.895  0.355
H: 1.876 2.279 6.306  0.269
O: -5.142 4.811 2.251  -0.597
H: -5.871 5.217 1.774  0.277
H: -4.377 4.964 1.688  0.300
O: 3.210 2.623 -7.132  -0.650
H: 3.690 1.860 -6.785  0.366
H: 2.612 2.867 -6.422  0.298
O: 1.354 -7.241 5.024  -0.637
H: 1.221 -6.348 5.351  0.299
H: 1.409 -7.146 4.064  0.359
O: 0.103 5.199 -4.331  -0.643
H: 0.994 5.075 -3.994  0.318
H: -0.169 6.052 -3.982  0.323
O: 5.084 -3.796 2.527  -0.565
H: 5.162 -3.105 3.194  0.282
H: 5.462 -4.579 2.940  0.265

Computed properties:
- strongest force on any atom (hartree/bohr) = 0.016
- orbital gap (eV) = 7.839
- energy relative to the best compared isomer or geometry (same formula, charge and spin) (kJ/mol) = 18.96
- E_LUMO (Eh) = -0.011
- calculated total energy (eV) = -96084.3586
- spin multiplicity = 1
- molecular weight (g mol⁻¹) = 783.1

=====

The following is a quantum chemistry calculation of a cluster of 26 separate species, C26H104N52O26 in total at a distorted geometry, from OMol25.

Each line ends with the Mulliken charge.
Atoms and positions in Å:
C: -6.616 5.116 1.444  0.578
O: -7.324 4.242 1.881  -0.730
N: -7.140 6.221 0.926  -0.390
N: -5.309 5.201 1.477  -0.410
H: -8.149 6.271 0.944  0.277
H: -6.506 6.977 0.712  0.157
H: -4.788 5.765 0.821  0.239
H: -4.925 4.386 1.935  0.283
C: 5.934 3.367 -1.025  0.447
O: 4.787 3.070 -0.751  -0.667
N: 6.795 2.370 -1.223  -0.228
N: 6.659 4.535 -1.078  -0.459
H: 7.708 2.466 -1.643  0.244
H: 6.363 1.467 -1.355  -0.014
H: 7.646 4.322 -1.054  0.174
H: 6.153 5.359 -0.786  0.265
C: -2.453 2.538 -2.358  0.765
O: -3.608 2.641 -1.989  -0.651
N: -1.996 1.421 -2.891  1.357
N: -1.540 3.407 -2.439  -0.219
H: -1.072 1.117 -3.163  -0.186
H: -2.781 0.809 -3.066  -1.092
H: -0.598 3.189 -2.730  0.020
H: -1.780 4.279 -1.988  0.145
C: -0.055 0.177 0.090  -1.360
O: -0.254 -0.714 -0.768  0.080
N: -0.971 0.985 0.614  1.509
N: 1.152 0.270 0.577  2.351
H: -1.859 0.866 0.146  -0.361
H: -0.839 1.463 1.494  -0.458
H: 1.439 0.736 1.426  -0.576
H: 1.875 -0.218 0.067  -0.702
C: -7.822 3.227 -1.801  0.607
O: -8.983 3.599 -1.611  -0.745
N: -7.068 2.809 -0.795  -0.111
N: -7.252 3.223 -2.957  -0.311
H: -7.339 2.957 0.167  0.100
H: -6.119 2.577 -1.050  0.072
H: -6.432 2.643 -3.067  0.167
H: -7.765 3.381 -3.812  0.249
C: -2.954 -3.071 -2.915  -0.060
O: -2.946 -3.962 -2.132  -0.732
N: -3.431 -3.072 -4.122  -0.173
N: -2.340 -1.974 -2.810  1.442
H: -3.516 -2.169 -4.568  -0.101
H: -3.767 -3.946 -4.501  0.271
H: -1.674 -1.917 -2.053  -0.386
H: -2.233 -1.443 -3.662  -0.454
C: 3.344 -1.850 -1.253  0.143
O: 3.271 -0.989 -0.457  -1.501
N: 2.284 -2.401 -1.707  1.504
N: 4.458 -2.238 -1.810  -0.129
H: 1.395 -2.242 -1.255  -0.582
H: 2.333 -2.512 -2.709  -0.507
H: 5.213 -1.824 -1.282  0.037
H: 4.617 -3.106 -2.302  0.205
C: -5.427 -0.285 -3.353  0.412
O: -4.805 -0.026 -4.363  -0.729
N: -5.168 0.223 -2.204  0.600
N: -6.460 -1.121 -3.247  -0.351
H: -4.410 0.880 -2.091  -0.524
H: -5.864 0.049 -1.493  0.114
H: -6.710 -1.512 -4.144  0.257
H: -6.790 -1.461 -2.355  0.130
C: 1.878 2.035 -2.908  0.695
O: 1.322 1.488 -3.834  -0.746
N: 2.691 1.476 -2.053  0.435
N: 1.931 3.325 -2.740  -0.263
H: 2.512 0.595 -1.592  -0.804
H: 3.400 1.943 -1.506  0.335
H: 1.407 3.954 -3.331  0.317
H: 2.493 3.626 -1.956  0.058
C: -5.669 -4.800 0.188  0.475
O: -6.505 -5.217 0.929  -0.700
N: -5.245 -3.570 0.124  -0.007
N: -4.769 -5.524 -0.466  -0.235
H: -4.301 -3.227 0.013  -0.074
H: -5.951 -2.867 0.288  0.207
H: -4.003 -5.016 -0.885  0.354
H: -4.697 -6.532 -0.461  0.184
C: 1.109 -2.033 -4.892  0.697
O: 2.299 -1.899 -4.489  -0.834
N: 0.601 -3.042 -5.519  -0.225
N: 0.156 -1.171 -4.789  0.443
H: -0.264 -2.834 -5.997  -0.004
H: 1.086 -3.897 -5.752  0.251
H: 0.435 -0.482 -4.104  -0.543
H: -0.713 -1.177 -5.303  0.243
C: -2.389 0.072 -6.563  0.844
O: -2.111 -1.006 -6.150  -0.760
N: -1.808 1.155 -6.142  -0.241
N: -3.313 0.336 -7.479  -0.434
H: -1.268 1.104 -5.289  -0.131
H: -2.107 2.084 -6.401  0.258
H: -3.820 -0.352 -8.017  0.229
H: -3.467 1.319 -7.654  0.140
C: 3.799 2.983 7.071  0.498
O: 3.151 2.938 8.080  -0.695
N: 3.611 2.110 6.078  -0.159
N: 4.646 3.869 6.889  -0.309
H: 3.767 2.654 5.242  0.116
H: 3.025 1.295 6.186  0.130
H: 5.191 3.924 6.040  0.142
H: 4.947 4.466 7.646  0.252
C: 1.614 -1.135 7.084  0.404
O: 2.062 -1.620 8.080  -0.651
N: 1.051 0.050 7.063  -0.292
N: 1.873 -1.446 5.829  -0.015
H: 0.260 0.155 6.444  0.311
H: 1.035 0.543 7.945  0.140
H: 1.198 -1.099 5.163  0.248
H: 2.590 -2.086 5.517  0.080
C: -0.924 -5.853 0.608  0.352
O: -0.482 -6.708 1.447  -0.797
N: -1.850 -6.018 -0.286  -0.015
N: -0.278 -4.760 0.334  0.736
H: -2.508 -6.784 -0.282  0.222
H: -1.899 -5.383 -1.070  0.152
H: -0.828 -4.027 -0.090  -0.182
H: 0.418 -4.419 0.983  0.339
C: -3.230 3.244 3.171  0.524
O: -4.287 2.596 3.141  -0.707
N: -2.948 3.916 4.207  -0.309
N: -2.504 3.492 2.117  0.459
H: -2.208 4.602 4.174  0.066
H: -3.611 3.789 4.959  0.308
H: -2.562 2.886 1.311  -0.294
H: -1.907 4.298 1.996  -0.145
C: 0.746 3.250 4.250  0.195
O: 1.401 2.903 3.235  -0.709
N: 0.577 4.506 4.665  -0.301
N: -0.101 2.453 4.798  0.530
H: -0.037 4.554 5.465  0.136
H: 0.956 5.358 4.278  0.198
H: -0.686 2.840 5.525  0.268
H: -0.190 1.482 4.537  -0.599
C: 2.709 -3.355 2.165  -0.204
O: 1.658 -3.476 1.588  -0.877
N: 3.608 -2.452 1.852  0.849
N: 3.152 -3.942 3.281  -0.290
H: 3.386 -1.774 1.137  -0.312
H: 4.526 -2.396 2.269  0.250
H: 2.571 -4.514 3.877  0.268
H: 4.143 -3.833 3.441  0.119
C: 7.521 -1.446 0.167  0.424
O: 7.816 -2.346 -0.569  -0.716
N: 6.742 -1.562 1.186  -0.246
N: 8.047 -0.299 0.099  -0.395
H: 6.342 -0.722 1.580  0.560
H: 6.307 -2.472 1.244  0.185
H: 7.707 0.450 0.685  0.216
H: 8.621 -0.155 -0.720  0.240
C: -1.467 -0.436 3.959  0.076
O: -0.466 -0.227 4.689  -0.705
N: -1.502 -1.289 2.938  0.011
N: -2.643 0.152 4.128  -0.009
H: -2.353 -1.113 2.423  0.404
H: -0.650 -1.626 2.513  0.017
H: -3.343 0.115 3.401  -0.067
H: -2.835 0.602 5.011  0.261
C: 4.115 -6.678 -0.357  0.498
O: 4.977 -7.396 -0.779  -0.709
N: 3.624 -5.667 -0.911  0.138
N: 3.700 -6.759 0.926  -0.303
H: 3.048 -5.013 -0.399  -0.197
H: 3.934 -5.457 -1.849  0.112
H: 4.196 -7.496 1.406  0.203
H: 2.988 -6.226 1.406  0.188
C: 4.442 0.940 2.491  0.178
O: 5.407 0.399 2.104  -0.751
N: 3.601 0.518 3.295  0.562
N: 3.900 2.019 1.974  0.288
H: 2.708 0.961 3.460  -0.396
H: 3.729 -0.460 3.512  -0.103
H: 4.304 2.384 1.123  0.013
H: 3.051 2.516 2.204  0.060
C: 1.175 -6.021 -3.523  0.629
O: 1.382 -6.099 -4.724  -0.751
N: 0.727 -7.040 -2.789  -0.353
N: 1.381 -4.965 -2.830  0.520
H: 1.015 -7.930 -3.171  0.234
H: 0.495 -7.030 -1.806  0.145
H: 1.739 -4.116 -3.245  0.055
H: 1.233 -5.152 -1.849  -0.319
C: 5.797 0.867 -4.772  0.584
O: 6.086 1.933 -5.269  -0.729
N: 6.372 -0.278 -5.083  -0.358
N: 4.894 0.592 -3.860  0.220
H: 6.052 -1.182 -4.767  0.136
H: 7.102 -0.239 -5.779  0.213
H: 4.208 1.262 -3.546  -0.038
H: 4.829 -0.383 -3.603  -0.022
C: -0.425 6.609 0.469  0.747
O: -0.883 6.561 -0.687  -0.635
N: 0.239 5.738 1.283  -0.182
N: -0.355 7.749 1.072  -0.372
H: 0.132 4.800 0.924  0.006
H: 0.675 6.057 2.137  0.117
H: 0.286 7.811 1.850  0.076
H: -0.737 8.654 0.836  0.212
C: -5.351 -0.668 2.271  0.805
O: -4.132 -0.777 1.988  -0.997
N: -6.146 -1.673 2.335  -0.486
N: -5.797 0.458 2.456  -0.043
H: -5.682 -2.567 2.260  0.284
H: -7.046 -1.514 2.764  0.151
H: -6.772 0.572 2.691  0.173
H: -5.199 1.269 2.386  0.046

Computed properties:
- strongest force on any atom (hartree/bohr) = 0.189
- orbital gap (eV) = 7.892
- energy relative to the best compared isomer or geometry (same formula, charge and spin) (kJ/mol) = 1674.41
- E_LUMO (Eh) = -0.044
- calculated total energy (eV) = -159386.8060
- spin multiplicity = 1
- molecular weight (g mol⁻¹) = 1561.5